The following is a DFT calculation (ωB97M-V with the def2-TZVPD basis set) of a single C6H8N2 molecule at a distorted geometry.

Positions of all 16 atoms, in Å:
C  -1.6812  -1.0856  0.2529
C  1.2686  -0.9117  0.0087
C  -1.5881  1.1074  -0.7937
C  -1.6223  1.3669  0.6615
C  -0.9596  0.0867  0.1526
C  2.7003  -0.5876  0.0444
N  -2.3202  -2.0171  0.3068
N  0.5037  0.1178  0.1245
H  1.0512  -1.8938  -0.2665
H  -2.4748  0.7714  -1.4446
H  -0.9808  1.7012  -1.4747
H  -0.8024  2.0566  1.0331
H  -2.5558  1.1633  1.1847
H  3.2852  -1.3267  0.8229
H  3.2549  -0.9816  -0.9517
H  2.9211  0.4327  0.3392

The calculation puts the frontier orbital gap at 0.393 Ha. Its SMILES is C/C=N/C1(C#N)CC1. As for the relative energy (zero: lowest compared OMol25 entry of this formula, charge and spin): 58.2 kcal/mol. For the electronic energy, the calculation gives -342.84121 hartree.

Löwdin atomic charge list, values in e, 8 entries: number 1, C, carries -0.217; number 2, C, carries -0.221; number 3, C, carries -0.095; number 4, C, carries -0.058; number 5, C, carries -0.468; number 6, C, carries -0.116; number 7, N, carries 0.181; number 8, N, carries 0.109